The following is a DFT calculation (ωB97M-V/def2-TZVPD) of C27H35AsN4O6Pt as an isolated structure.

As for the highest occupied orbital energy (alpha / beta): -6.51 / -6.66 eV. The calculation puts the LUMO energy (alpha / beta) at -1.322 / -1.705 eV. Its largest force on an atom is 8.57 eV/A. Its total energy is -110885.2684 eV. As for the energy above the lowest of the compared OMol25 structures with the same formula, charge and spin: 0.0 kcal per mole.

The geometry in ORCA input format:
```
! RIJCOSX wB97M-V def2-TZVPD def2/J DEFGRID3
* xyz 0 3
O -0.3157 -0.1625 -4.8119
H -0.7714 0.6026 -5.3464
Pt -1.1201 0.5807 -1.8695
N -1.0592 2.1853 -0.6681
N 0.7038 1.3777 -2.3495
N -2.2725 -0.4445 -0.5909
N -0.7627 -1.4033 -2.2810
O -1.9000 2.4199 0.2832
O -2.8791 0.0613 0.5042
O 0.3758 -1.8907 -2.8127
O 1.6560 0.7535 -2.8927
C 0.9017 2.6464 -1.8396
C -0.0279 3.0610 -0.8755
C -2.4957 -1.7538 -0.8030
C -1.6348 -2.2919 -1.7809
C 0.0546 4.3028 -0.0564
H 0.4676 4.0949 0.9401
H -0.9275 4.7788 0.0698
H 0.7242 5.0270 -0.5397
C 2.1031 3.3848 -2.2834
H 2.3730 3.1025 -3.3075
H 2.9488 3.1686 -1.6168
H 1.9075 4.4603 -2.2382
C -3.4154 -2.5523 0.0579
C -1.5305 -3.7209 -2.1435
H -4.2867 -1.9806 0.3982
H -2.9167 -2.9557 0.9538
H -3.8029 -3.4289 -0.4842
H -1.0155 -3.8355 -3.1010
H -2.5251 -4.1709 -2.2253
H -0.9810 -4.2837 -1.3784
H -2.6335 1.0575 0.5580
H 0.7443 -1.1117 -3.3162
C -2.7455 1.2033 -2.6571
H -2.4267 2.2385 -2.8570
H -3.7694 0.8103 -2.4074
H -2.1366 0.6741 -3.5144
O -4.8561 3.5104 -0.1398
H -5.2848 2.6529 -0.2875
H -3.9327 3.2235 0.0188
C 0.8503 3.1852 3.6964
C 2.0398 2.7672 3.0875
C 2.0159 1.7169 2.1585
C 0.8041 1.0824 1.8597
C -0.3874 1.5370 2.4375
C -0.3664 2.5747 3.3718
As 0.7368 -0.3179 0.4507
C 2.6180 -0.8840 0.4740
C 3.3950 -0.6219 -0.6596
C 4.7397 -0.9891 -0.6807
C 5.3021 -1.6212 0.4354
C 4.5215 -1.8916 1.5660
C 3.1659 -1.5315 1.5839
C 0.0463 -1.9210 1.3824
C 0.3233 -3.1599 0.7897
C -0.2329 -4.3265 1.3229
C -1.0389 -4.2458 2.4651
C -1.2970 -3.0102 3.0693
C -0.7537 -1.8399 2.5267
H 0.8690 3.9952 4.4283
H 2.9923 3.2447 3.3383
H 2.9337 1.3708 1.6788
H -1.3259 1.0355 2.2094
H -1.3055 2.8899 3.8374
H 2.9415 -0.1335 -1.5193
H 5.3414 -0.7774 -1.5681
H 6.3554 -1.9064 0.4198
H 4.9583 -2.3841 2.4385
H 2.5420 -1.7530 2.4502
H 0.9868 -3.2011 -0.0795
H -0.0153 -5.2925 0.8552
H -1.4600 -5.1595 2.8904
H -1.9100 -2.9493 3.9747
H -0.9212 -0.8738 3.0005
*
```

Here are the Löwdin charges for atoms 1 to 5, given in e: atom 1 (O): -0.52, atom 2 (H): -0.06, atom 3 (Pt): 1.37, atom 4 (N): -0.25, atom 5 (N): -0.27